{
  "formula": "C21H52N10O14PS2",
  "method": "wB97M-V/def2-TZVPD",
  "elements": ["C", "C", "O", "C", "C", "N", "C", "C", "N", "C", "N", "P", "S", "C", "C", "C", "C", "N", "S", "C", "C", "C", "O", "C", "H", "H", "H", "H", "H", "H", "H", "H", "H", "H", "H", "H", "H", "H", "H", "H", "H", "H", "H", "H", "H", "H", "H", "H", "H", "H", "H", "H", "H", "H", "H", "H", "H", "H", "C", "N", "O", "O", "H", "H", "H", "C", "N", "O", "O", "H", "H", "H", "C", "N", "O", "O", "H", "H", "H", "C", "N", "O", "O", "H", "H", "H", "C", "N", "O", "O", "H", "H", "H", "C", "N", "O", "O", "H", "H", "H"],
  "coordinates": [[4.5513, 0.3893, 1.8894], [3.8619, -0.6681, 0.8045], [2.4407, -0.4002, 0.5380], [2.2393, 0.3506, -0.7168], [1.2618, 1.6656, -0.3741], [0.1252, 1.8448, -1.3352], [0.5134, 2.2273, -2.7242], [1.9823, 2.9109, -2.9291], [3.0495, 2.0955, -3.3284], [-1.0713, 2.5595, -0.7727], [-1.0891, 3.5811, 0.3001], [-1.1889, 3.0493, 1.9522], [-2.8204, 3.6764, 2.8806], [-0.7063, 4.9612, 0.0110], [-2.0566, 5.9483, -0.0260], [0.1549, 5.2906, -1.3313], [0.2752, 6.9431, -1.5649], [-2.3379, 2.1682, -1.2314], [-3.7809, 2.9548, -0.5400], [-2.6205, 1.1118, -2.2640], [-3.8873, 0.0985, -1.8578], [-3.5621, -1.4827, -2.2946], [-4.8083, -2.2288, -2.6400], [-5.5679, -2.5806, -1.4273], [3.8313, 0.4521, 2.8141], [4.7096, 1.4639, 1.4490], [5.5814, -0.0372, 2.3112], [4.4972, -0.7948, -0.1785], [3.9037, -1.7290, 1.3501], [1.7227, -0.3490, -1.5019], [3.2740, 0.7848, -1.0496], [0.7788, 1.3814, 0.6804], [1.8965, 2.6452, -0.1559], [-0.3556, 2.8821, -3.2156], [0.5211, 1.2247, -3.3733], [2.2480, 4.0556, -2.8382], [2.7095, 1.0995, -3.4037], [-0.0078, 3.3843, 2.7585], [-1.2682, 1.5911, 2.0014], [-0.0708, 5.3843, 0.9300], [-1.7664, 6.9539, 0.5313], [-2.4153, 6.1905, -1.1128], [-2.9474, 5.4881, 0.6212], [-0.2737, 4.8721, -2.3350], [1.2744, 4.9479, -1.1091], [1.0745, 7.0553, -2.4446], [-0.7160, 7.4155, -1.9822], [0.7322, 7.5014, -0.6431], [-3.9275, 4.1663, -1.2715], [-2.9955, 1.6649, -3.2527], [-1.7307, 0.3988, -2.5244], [-4.8317, 0.4106, -2.4977], [-4.0856, 0.0633, -0.7029], [-2.7753, -1.5426, -3.1811], [-3.0652, -2.0087, -1.3736], [-6.4048, -1.7870, -1.1429], [-6.1628, -3.5861, -1.6593], [-4.8751, -2.8501, -0.4933], [-6.4934, -1.4722, 3.2096], [-6.0604, -2.1103, 1.9371], [-4.8452, -2.2578, 1.7629], [-6.9527, -2.4449, 1.1491], [-5.6088, -1.2313, 3.8029], [-7.0441, -0.5651, 2.9525], [-7.1287, -2.1868, 3.7370], [2.5551, -4.2057, 0.4679], [3.2771, -5.2189, 1.2842], [4.1594, -5.8760, 0.7197], [2.9376, -5.3258, 2.4684], [2.9549, -4.2207, -0.5481], [1.4968, -4.4745, 0.4700], [2.7185, -3.2312, 0.9325], [-2.4173, -4.7617, 2.6247], [-1.9843, -5.3998, 1.3522], [-0.7691, -5.5473, 1.1780], [-2.8766, -5.7343, 0.5643], [-1.5328, -4.5208, 3.2180], [-2.9681, -3.8545, 2.3677], [-3.0526, -5.4762, 3.1521], [7.3720, -5.3045, 0.0610], [8.0525, -4.2507, -0.7393], [8.0718, -4.3965, -1.9670], [8.5481, -3.3072, -0.1124], [6.9853, -6.0683, -0.6168], [8.1122, -5.7312, 0.7410], [6.5574, -4.8271, 0.6094], [-4.4473, 8.3919, 2.3682], [-3.4915, 9.1731, 1.5375], [-2.2902, 8.9035, 1.6524], [-3.9742, 10.0350, 0.7938], [-3.8868, 7.6737, 2.9703], [-4.9813, 9.0977, 3.0078], [-5.1294, 7.8766, 1.6889], [5.4527, -9.2597, -0.1802], [6.4085, -8.4785, -1.0108], [7.6098, -8.7481, -0.8960], [5.9258, -7.6166, -1.7546], [6.0132, -9.9779, 0.4219], [4.9187, -8.5539, 0.4594], [4.7706, -9.7750, -0.8595]],
  "forces_ev_per_angstrom": [[-0.354, -0.412, 0.103], [1.440, -1.009, 1.387], [1.260, 0.921, -1.568], [0.003, 0.954, 0.505], [0.450, -0.632, 2.460], [-1.636, 2.683, 1.666], [-0.559, -0.284, -2.635], [3.655, -3.175, -1.554], [-5.242, 3.107, 1.858], [-0.978, -1.045, -0.802], [1.478, -3.500, -1.355], [-2.004, 0.119, 1.800], [1.210, -0.143, -0.461], [-0.258, 3.900, -0.078], [-0.174, 0.205, 1.170], [1.029, 1.052, 0.759], [0.871, -0.594, -1.136], [2.845, 1.186, 0.602], [-0.060, 0.541, -0.847], [-1.419, -1.553, -1.654], [0.003, -0.725, -0.559], [0.123, -0.025, 0.414], [1.665, 1.192, 1.928], [-0.968, -1.304, 0.633], [1.312, -0.039, -1.835], [-0.272, -2.112, 0.784], [-2.236, 0.905, -1.232], [-1.349, 0.479, 1.838], [-0.177, 2.373, -1.207], [1.032, 1.390, 1.343], [-2.066, -1.007, 0.240], [1.044, 0.506, -2.332], [-1.228, -1.964, -0.841], [2.006, -1.314, 1.129], [0.221, 2.173, 1.333], [-0.914, -2.527, -0.095], [0.230, 1.159, 0.063], [-0.536, -0.251, -1.355], [0.665, 1.065, -0.833], [-1.228, -1.109, -1.950], [-0.609, -2.042, -1.461], [0.692, -0.563, 2.005], [2.102, 0.872, -1.508], [0.728, 0.449, 2.063], [-2.470, 0.408, -0.804], [-1.718, -0.185, 1.918], [1.994, -0.912, 1.204], [-1.217, -1.099, -1.679], [0.709, -1.542, 0.422], [1.140, -1.072, 2.166], [-1.245, 1.889, 0.816], [1.873, -0.539, 1.717], [0.219, 0.416, -2.283], [-2.043, 0.109, 1.560], [-0.832, 0.928, -1.638], [2.073, -1.405, -0.624], [1.327, 2.232, 0.292], [-1.418, 0.904, -2.192], [0.131, 0.146, 0.306], [-0.228, -0.457, -0.897], [-1.355, 0.081, 0.054], [1.599, 0.443, 1.312], [-0.168, -0.111, -0.246], [-0.025, -0.262, 0.021], [0.003, 0.173, -0.197], [-0.056, 0.098, -0.321], [0.372, -0.715, 0.754], [-1.071, 0.717, 0.930], [0.665, 0.065, -1.813], [0.000, -0.103, 0.288], [0.157, 0.061, 0.150], [-0.207, -0.276, -0.016], [0.140, 0.143, 0.303], [0.118, -0.513, -0.991], [-1.573, 0.161, -0.030], [1.530, 0.500, 1.116], [-0.147, -0.147, -0.239], [-0.057, -0.256, 0.002], [0.016, 0.167, -0.190], [-0.122, -0.315, -0.030], [0.454, 0.536, -0.810], [0.078, 0.493, 1.818], [-0.636, -1.110, -0.972], [0.167, 0.406, 0.070], [-0.134, 0.215, -0.040], [0.256, -0.067, -0.017], [0.006, -0.244, 0.265], [0.444, 0.778, -0.706], [-1.414, 0.498, -0.320], [0.958, -1.388, 1.118], [-0.034, 0.223, -0.196], [0.012, -0.106, -0.240], [0.040, 0.241, 0.108], [-0.021, -0.261, 0.244], [0.759, 0.219, -0.533], [-1.679, 0.672, -0.299], [0.793, -1.144, 0.937], [-0.034, 0.231, -0.229], [0.007, -0.049, -0.230], [0.062, 0.223, 0.105]],
  "homo_ev": -11.761,
  "total_charge": 1,
  "homo_lumo_gap_ev": 7.04,
  "largest_force_ha_per_bohr": 0.12388
}